No. 1
{
  "formula": "C45H44P2Zr",
  "method": "the ωB97M-V functional and the def2-TZVPD basis",
  "total_charge": 2,
  "mol_weight_g_mol": 738.02,
  "orbital_gap_ev": [4.38, 4.38],
  "lumo_energy_ha": [-0.2836, -0.2834],
  "total_energy_ha": -2469.973961,
  "elements": ["Zr", "P", "P", "C", "C", "C", "C", "C", "C", "C", "C", "C", "C", "C", "C", "C", "C", "C", "C", "C", "C", "C", "C", "C", "C", "C", "C", "C", "C", "C", "C", "C", "C", "C", "C", "C", "C", "C", "C", "C", "C", "C", "C", "C", "C", "C", "C", "C", "H", "H", "H", "H", "H", "H", "H", "H", "H", "H", "H", "H", "H", "H", "H", "H", "H", "H", "H", "H", "H", "H", "H", "H", "H", "H", "H", "H", "H", "H", "H", "H", "H", "H", "H", "H", "H", "H", "H", "H", "H", "H", "H", "H"],
  "coordinates": [[-0.5979, 0.3346, -0.5885], [0.6533, -2.3166, -0.8075], [2.3966, -0.7027, -1.7926], [-2.2006, 3.2906, 4.1361], [6.0578, -1.4819, -3.4735], [2.0157, -4.0911, -2.7652], [1.2700, 1.8545, -1.6023], [-2.3866, -0.4585, -1.6650], [-3.6853, 0.9735, 1.6894], [-2.9766, 1.6200, 0.7084], [2.7534, 3.8002, -1.7428], [-4.9081, 4.9025, 0.8387], [2.5179, -5.3080, -3.2362], [2.2294, -2.4187, 0.1276], [-3.4616, 2.9325, 0.3804], [1.9957, -6.5059, -2.7517], [-2.2713, -4.3687, 2.1234], [-0.0655, -3.4000, 1.7303], [-0.3123, 3.2949, 2.4039], [3.7450, 1.6523, -1.4014], [-5.0520, 2.8946, 2.2598], [1.0106, -3.9923, -1.7792], [1.4785, 3.2607, -1.6378], [-1.3920, 3.7891, 2.9687], [5.8239, -0.9653, -4.7410], [3.4581, -1.0615, -4.3522], [-0.4807, -3.0795, 0.4316], [-2.8890, 3.6976, -0.6722], [3.0868, -1.4645, -0.3020], [3.8848, 3.0251, -1.5278], [-1.1092, 0.3985, 3.0669], [0.6707, 2.3101, 2.9363], [-2.6706, -3.9956, 0.8304], [3.7167, -1.1642, -2.9739], [2.4773, 1.0571, -1.5274], [-1.6487, 2.0335, 4.8623], [-0.9591, -4.1053, 2.5365], [-4.5128, 3.5761, 1.1540], [0.4503, -5.2254, -1.4118], [-1.8905, 0.7891, 4.1004], [4.9798, -1.6711, -2.6180], [0.2909, 0.8161, 2.7860], [-4.3026, 5.5955, -0.2031], [4.5190, -0.8755, -5.2236], [0.9473, -6.4599, -1.8420], [-1.7657, -3.3974, -0.0389], [-4.6290, 1.6178, 2.5364], [-3.2854, 4.9882, -0.9708], [-0.1080, 3.6651, 1.3950], [-4.6588, 6.6060, -0.4147], [0.6178, 0.4843, 1.7514], [-0.6305, -4.4194, 3.5216], [-2.3796, -1.5555, -1.5896], [4.3124, -0.6546, -6.2653], [-2.9902, -4.8579, 2.7890], [2.3962, -7.4559, -3.0727], [2.4252, -3.2480, 0.8151], [0.4995, -7.3712, -1.4449], [-4.9861, 1.1196, 3.4247], [7.0657, -1.7306, -3.1549], [0.5792, 3.8757, -1.5949], [-2.8269, 5.5719, -1.7684], [4.0869, -1.2059, 0.0565], [0.9079, -3.0803, 2.1286], [1.5536, 2.4826, 2.2971], [-2.7835, 0.1909, 4.3744], [-3.6928, -4.1580, 0.4791], [-2.0968, 3.2246, -1.2545], [-2.0641, -3.1694, -1.0807], [-5.7946, 3.3892, 2.8732], [-2.4045, -0.3185, -2.7719], [2.4420, -3.1864, -3.1852], [4.6397, 1.0647, -1.2379], [0.3017, 1.4931, -2.1674], [-2.4627, 4.0260, 4.9178], [-0.4068, -5.2675, -0.7496], [3.3262, -5.3181, -3.9739], [5.1229, -2.1884, -1.6761], [0.9770, 2.4769, 3.9844], [2.4340, -1.1175, -4.7088], [4.8356, 3.5228, -1.4504], [-1.6652, 4.8526, 2.8521], [-3.1369, 3.0513, 3.6507], [-2.1704, 1.8996, 5.8200], [-5.6917, 5.3331, 1.4878], [-3.5220, -0.0803, 1.8845], [6.6492, -0.6860, -5.3665], [-3.4185, -0.2178, -1.3465], [0.9177, 0.2844, 3.5313], [-1.5058, -0.2996, 2.3020], [2.8993, 4.8273, -2.0300], [-0.5696, 2.1498, 5.0088]],
  "forces_ev_per_a": [[-2.833, -0.829, 0.929], [-1.311, -3.214, 1.741], [1.298, -0.986, -0.723], [0.604, -0.729, 0.665], [-0.235, -0.196, -0.142], [0.144, 0.718, 0.023], [1.370, 0.016, -0.734], [0.021, -0.072, -0.716], [0.404, -0.560, -0.103], [-0.116, -0.034, -0.092], [-0.334, 0.016, 0.217], [0.314, 0.065, -0.306], [-0.246, 0.124, 0.184], [0.617, 1.152, -0.779], [0.509, 0.698, -0.260], [-0.041, 0.280, 0.186], [0.149, 0.125, -0.458], [-0.668, -0.054, -0.043], [0.185, 0.028, -0.907], [-0.579, 0.237, 0.427], [0.062, -0.758, 0.054], [0.263, -0.225, -1.090], [-1.101, -0.421, -0.079], [-0.684, 1.807, 2.475], [-0.218, 0.019, -0.088], [-0.030, 0.819, 0.427], [0.376, 0.332, -0.479], [-0.071, 0.405, 0.037], [-0.830, -0.184, 0.491], [-0.658, -0.142, 0.033], [-1.292, -0.393, 0.314], [0.371, -0.743, -0.617], [-0.241, -0.040, 0.053], [-0.110, -0.774, -0.639], [-0.324, 0.979, -0.594], [0.010, -0.029, 0.644], [-0.191, 0.150, 0.319], [0.909, -0.305, -0.683], [-0.602, 0.256, 0.788], [0.543, -1.099, -1.526], [-0.017, 0.788, 0.557], [0.600, 0.570, 0.475], [-0.864, -0.168, 0.805], [0.024, -0.208, -0.037], [0.060, 0.455, -0.139], [-0.074, 0.159, 0.378], [-0.357, 0.593, -0.723], [-0.037, -0.291, 0.319], [0.496, 0.527, 0.368], [0.316, -0.298, -0.058], [-0.081, -0.157, 0.262], [-0.131, 0.067, -0.024], [0.426, 0.281, 0.144], [0.146, -0.092, 0.077], [0.413, 0.168, -0.241], [0.025, -0.035, -0.074], [-0.007, 0.504, -0.124], [0.085, 0.271, -0.195], [-0.186, -0.275, -0.099], [-0.181, -0.057, -0.050], [0.372, 0.213, -0.458], [-0.045, -0.318, 0.114], [-0.287, -0.453, 0.048], [-0.581, -0.375, -0.220], [0.091, -0.202, 0.596], [0.414, 0.624, -0.656], [0.326, -0.138, 0.250], [0.010, 0.027, -0.091], [0.303, -0.440, 0.851], [0.042, -0.013, 0.088], [0.370, 0.308, 0.414], [0.015, -0.180, 0.110], [-0.152, -0.274, -0.152], [1.685, 0.604, 0.457], [0.443, 0.141, -0.606], [0.178, 0.058, 0.100], [-0.364, 0.099, 0.273], [0.135, 0.448, 0.170], [-0.220, 0.218, -0.663], [0.012, 0.561, -0.050], [0.318, -0.124, -0.223], [-0.413, -0.724, -1.527], [-0.345, -0.137, 0.193], [0.441, 0.421, -0.043], [0.495, -0.025, -0.641], [0.190, 0.029, 0.167], [0.250, -0.088, -0.280], [0.708, 0.443, 0.186], [0.100, -0.189, -0.881], [0.150, -0.249, 0.954], [-0.267, 0.370, 0.413], [-0.462, 0.121, 0.536]],
  "mulliken_charge": [0.193, 0.657, 0.229, -0.088, -0.760, -0.257, -0.033, -0.383, -0.623, 0.680, -0.886, -0.879, -0.780, -0.756, 0.496, -0.519, -0.637, -0.758, -0.068, -0.919, -0.811, 0.406, -0.535, -0.511, -0.442, -0.388, 1.746, -0.393, -0.586, -0.627, -0.154, -1.527, -1.190, 0.054, 0.661, -1.141, -0.861, 1.201, -0.250, -0.489, -0.234, 1.325, -0.537, -0.825, -0.847, -0.724, -1.138, -0.867, 0.378, 0.393, -1.040, 0.432, -0.126, 0.424, 0.447, 0.421, 0.879, 0.446, 0.417, 0.444, 0.540, 0.416, 0.728, 0.473, 0.507, 0.505, 0.475, 0.328, 0.817, 0.382, 0.472, 0.343, 0.419, 0.768, 0.528, 0.243, 0.448, 0.604, 0.545, 0.497, 0.486, 0.406, -0.192, 0.486, 0.380, 0.636, 0.476, 0.401, 0.404, -0.111, 0.468, 0.382]
}

No. 2
{
  "formula": "C3H4N4O",
  "method": "the ωB97M-V functional and the def2-TZVPD basis",
  "mol_weight_g_mol": 112.09,
  "orbital_gap_ev": 10.79,
  "de_lowest_kj_mol": 567.8,
  "lumo_energy_ha": 0.0161,
  "total_energy_ha": -410.787013,
  "elements": ["O", "N", "N", "N", "N", "C", "C", "C", "H", "H", "H", "H"],
  "coordinates": [[0.9422, 1.6166, -1.1537], [-0.0878, 0.1898, 2.2899], [-1.0022, -0.7680, 2.4234], [-0.5899, -0.4998, 0.3077], [-1.2059, -1.3365, 1.2435], [-0.1811, -0.4818, -1.0440], [0.1562, 0.2821, 0.9535], [0.8383, 0.5801, -0.4180], [0.1401, 2.0087, -1.1944], [0.1820, -1.4269, -1.3384], [2.0083, 0.2230, -0.3424], [-1.2001, -0.3873, -1.7272]],
  "forces_ev_per_a": [[3.725, 3.479, -1.240], [1.238, 1.671, -0.678], [1.240, -1.056, -3.269], [-3.837, -5.710, 3.886], [-1.873, 0.684, -0.215], [-2.661, -0.423, -0.558], [0.648, 3.184, 1.580], [4.590, -4.294, 0.337], [-3.997, 2.543, -0.678], [0.975, -0.986, -0.350], [-2.993, -0.053, -0.085], [2.947, 0.961, 1.270]],
  "nbo_charge": [-0.643, -0.306, -0.018, -0.180, -0.114, -0.267, 0.268, 0.143, 0.467, 0.221, 0.205, 0.224]
}